(1)
Computed, not measured: a cluster of 14 separate species, C76H174N10O28 in total, with ωB97M-V with the def2-TZVPD basis set.

Structure (XYZ):
```
288
Properties=species:S:1:pos:R:3:forces:R:3:lowdin_charge:R:1
O 7.3771 19.5467 18.1433 3.1 3.0 2.1 0.03
C 8.2221 20.3575 18.6460 -1.9 -3.1 -2.2 -0.43
O 7.9877 21.6548 18.7651 -1.8 0.1 0.5 0.03
C 9.0480 22.3177 19.4835 -0.2 1.2 -1.9 -0.14
C 10.2190 21.5763 18.9795 1.9 -1.8 0.8 -0.14
C 9.6856 20.1182 19.0150 0.2 0.4 0.0 -0.03
H 8.8445 22.3506 20.5538 0.3 0.0 -0.3 0.11
H 9.1186 23.2876 18.9912 -0.5 0.5 0.8 0.13
H 11.1110 21.7459 19.5825 0.0 -0.3 0.3 0.11
H 10.5639 21.8538 17.9834 -0.6 0.2 -0.2 0.11
H 9.7975 19.7206 20.0237 -0.2 -0.1 0.1 0.10
H 10.1623 19.3984 18.3496 -0.1 0.1 -0.1 0.11
O 12.6716 16.2618 16.6997 -2.4 -0.2 1.2 0.09
C 11.5032 16.0814 17.0269 0.2 0.8 -1.0 -0.37
O 10.5641 17.1235 17.0825 2.8 0.1 -0.1 -0.03
C 9.2466 16.6710 17.2133 -0.5 -1.3 -0.5 -0.16
C 9.3400 15.1924 16.7993 -1.0 -0.4 -0.3 -0.15
C 10.7097 14.7752 17.2139 1.2 0.9 0.0 -0.06
H 8.6372 17.2238 16.4984 -0.1 0.2 0.4 0.12
H 8.9128 16.7703 18.2462 -0.1 0.3 -0.1 0.12
H 9.2629 15.0432 15.7223 -0.3 0.3 -0.1 0.10
H 8.5847 14.5668 17.2749 -0.1 0.1 -0.1 0.12
H 11.1849 14.0543 16.5486 -0.1 -0.3 0.5 0.11
H 10.6596 14.5186 18.2721 0.6 -0.3 0.0 0.12
O 16.9638 11.1138 15.9383 -3.3 2.7 -0.2 0.05
C 15.8870 11.7755 15.8955 3.5 -5.0 0.4 -0.47
O 15.8137 13.0685 15.8393 0.7 1.6 -0.3 0.03
C 14.4706 13.5355 15.6775 -1.1 -1.1 0.4 -0.11
C 13.6653 12.3215 16.2355 -1.1 0.4 -0.2 -0.15
C 14.5110 11.0979 15.9348 0.6 1.4 0.1 -0.06
H 14.2590 13.7291 14.6259 0.1 -0.1 0.0 0.12
H 14.3073 14.4594 16.2323 0.2 -0.1 0.0 0.10
H 12.6609 12.2269 15.8228 0.0 0.3 -0.2 0.09
H 13.5256 12.4099 17.3129 0.2 0.2 0.1 0.10
H 14.3344 10.6812 14.9432 -0.1 -0.2 0.1 0.13
H 14.4608 10.3490 16.7252 0.2 -0.1 -0.3 0.12
O 13.7668 20.9154 19.0983 -0.2 -0.3 -2.0 0.06
C 13.6380 20.6234 17.9099 0.1 0.7 1.6 -0.44
O 13.6459 21.5458 16.9124 -0.4 -0.8 0.6 0.01
C 13.6075 20.8595 15.6169 0.7 -0.5 0.5 -0.09
C 13.2328 19.3925 15.9180 -1.3 1.0 -2.3 -0.16
C 13.4590 19.2509 17.3293 0.2 -1.2 2.5 -0.12
H 14.6450 20.9558 15.2968 -0.3 0.2 -0.9 0.11
H 12.7984 21.2834 15.0221 0.7 0.4 -0.3 0.11
H 13.6408 18.5907 15.3027 0.3 0.4 -0.1 0.10
H 12.1577 19.4170 15.7402 -0.2 -0.5 -0.1 0.11
H 14.2942 18.6012 17.5912 0.4 0.2 0.1 0.12
H 12.6155 18.7270 17.7790 -0.1 0.3 0.4 0.10
C 8.2737 20.8722 9.2748 0.7 0.4 0.0 -0.14
O 8.7116 19.5484 9.2916 -0.6 -1.7 0.8 -0.19
C 9.4310 19.0883 10.4901 -0.6 0.3 -0.8 -0.16
C 8.7617 19.3244 11.8522 1.6 1.4 -0.8 -0.16
N 9.7698 19.0274 12.9240 -2.8 -0.7 0.3 -0.06
C 9.1913 19.2421 14.2521 -0.1 0.9 0.0 -0.17
C 8.9751 20.7307 14.6616 0.2 -1.4 0.1 -0.19
O 10.2428 21.2836 14.9531 -0.1 0.6 0.2 -0.19
C 10.2137 22.6978 15.0630 0.0 0.1 -0.5 -0.11
H 9.1584 21.4793 9.4666 0.0 0.7 0.2 0.07
H 7.4648 21.1268 9.9596 0.0 -0.2 0.4 0.08
H 7.9056 21.1416 8.2848 0.1 -0.4 -0.2 0.09
H 10.3755 19.6259 10.4066 0.3 -0.2 0.6 0.10
H 9.5860 18.0124 10.4090 0.2 0.1 -0.6 0.12
H 7.7955 18.8229 11.9089 0.3 -0.5 0.5 0.13
H 8.5336 20.3887 11.7954 -0.3 0.4 0.6 0.09
H 10.6010 19.5962 12.8478 -0.3 0.7 -0.4 0.05
H 9.8366 18.7960 15.0089 0.1 0.0 0.1 0.10
H 8.2225 18.7473 14.3209 -0.1 -0.1 -0.1 0.11
H 8.3345 20.7196 15.5435 -0.1 0.2 0.3 0.11
H 8.4420 21.2812 13.8865 0.1 0.2 -0.3 0.11
H 9.6375 23.1082 15.8922 -0.1 -0.4 0.5 0.08
H 9.7647 23.1437 14.1755 0.0 0.0 -0.3 0.06
H 11.2348 23.0738 15.1279 0.1 -0.2 0.1 0.09
C 11.3960 11.0712 19.7440 -0.9 -0.4 0.7 -0.11
O 11.4115 12.1765 20.6537 0.9 -0.1 -1.1 -0.18
C 12.7609 12.5391 21.0244 -0.8 -0.6 1.0 -0.22
C 12.6963 13.8080 21.8549 0.6 -0.9 -0.9 -0.21
N 12.6231 14.8795 20.9008 0.2 1.4 0.3 -0.05
C 12.6956 16.2284 21.4718 0.1 -0.9 -1.1 -0.21
C 12.1237 17.2531 20.4924 -0.2 0.1 1.8 -0.16
O 10.6833 17.1552 20.3695 1.0 0.2 -1.3 -0.20
C 9.9276 17.2984 21.5346 0.3 -0.5 0.8 -0.12
H 11.5934 10.1623 20.3123 0.9 -0.2 -0.2 0.09
H 11.9632 11.2004 18.8222 0.6 0.1 0.3 0.07
H 10.3968 10.8254 19.3844 -0.5 0.8 0.2 0.08
H 13.4573 12.6638 20.1952 -0.4 0.4 -0.5 0.11
H 13.2576 11.7700 21.6159 -0.5 -0.6 0.3 0.12
H 13.6321 13.7550 22.4114 0.2 0.8 0.1 0.12
H 11.8801 13.8223 22.5772 -0.2 -0.3 0.1 0.12
H 11.7380 14.8140 20.4187 -0.2 -0.2 -0.1 0.09
H 13.7355 16.4749 21.6861 0.2 0.1 -0.2 0.09
H 12.2026 16.3060 22.4408 -0.4 0.1 0.2 0.11
H 12.6019 17.2731 19.5131 -0.4 -0.5 -0.1 0.11
H 12.4609 18.1597 20.9950 -0.6 0.9 -0.2 0.11
H 8.9012 17.5939 21.3173 0.2 0.2 -0.4 0.09
H 10.3926 17.9902 22.2370 0.0 0.4 0.0 0.08
H 9.8578 16.3449 22.0581 0.0 -0.2 0.2 0.09
C 16.3425 17.9842 20.4700 -0.5 0.2 0.1 -0.09
O 16.8891 17.0609 19.5452 -0.5 -0.2 0.2 -0.20
C 15.9801 16.0012 19.2354 -0.4 -1.1 0.1 -0.21
C 16.6950 14.7984 18.6559 1.1 1.0 0.3 -0.20
N 17.6011 14.1353 19.6231 -1.4 0.2 -0.1 -0.04
C 18.3681 13.1474 18.9106 1.2 0.3 -1.0 -0.23
C 19.5211 12.6013 19.7105 -0.1 0.3 0.7 -0.26
O 20.4044 11.8884 18.9038 0.1 -1.1 -0.5 -0.18
C 21.5124 11.3434 19.6101 -0.9 0.0 0.0 -0.10
H 15.4319 18.4764 20.1283 -0.5 -0.3 -0.4 0.08
H 16.9795 18.8528 20.6375 0.7 -0.5 0.0 0.08
H 16.1110 17.4795 21.4079 0.1 0.1 0.2 0.09
H 15.2222 16.2614 18.4965 -0.1 0.7 -0.2 0.11
H 15.4053 15.6265 20.0823 0.1 0.5 0.6 0.11
H 17.3003 15.2422 17.8655 0.2 -0.3 -0.6 0.10
H 15.9852 14.1181 18.1853 0.0 -0.1 0.3 0.11
H 18.2295 14.8701 19.9153 0.2 0.1 0.3 0.10
H 18.8109 13.6369 18.0431 0.1 -0.2 -0.6 0.12
H 17.7613 12.3245 18.5327 -0.2 0.0 0.1 0.12
H 19.0401 12.0405 20.5119 0.5 -0.6 0.4 0.12
H 20.1441 13.3708 20.1663 -0.4 0.7 0.4 0.12
H 21.1807 10.7560 20.4663 -0.2 -0.1 0.2 0.08
H 22.1313 12.1511 20.0009 0.4 0.0 -0.2 0.08
H 22.0136 10.6394 18.9458 0.2 0.5 -0.1 0.09
C 15.5508 19.3324 9.3926 -0.8 0.6 0.6 -0.09
O 15.9755 20.3827 10.2640 0.8 -0.5 -0.4 -0.20
C 17.2934 20.1717 10.7761 0.7 0.3 -0.9 -0.22
C 17.7321 21.4836 11.3955 -1.6 -1.2 1.0 -0.20
N 16.7822 21.7072 12.5091 1.8 0.7 0.2 -0.04
C 16.8679 23.1101 12.9027 -1.3 0.4 -0.4 -0.20
C 15.7358 23.5098 13.8713 0.8 -1.2 -1.4 -0.18
O 14.5349 23.6395 13.0537 0.1 0.8 1.9 -0.19
C 13.9026 24.8845 13.3817 0.4 0.5 -0.7 -0.10
H 16.2618 18.9663 8.6519 0.5 0.4 0.1 0.09
H 14.6980 19.7721 8.8755 -0.1 -0.4 -0.1 0.09
H 15.2238 18.4889 10.0007 -0.1 -0.2 -0.1 0.07
H 17.9826 20.0259 9.9443 0.0 -0.5 -0.3 0.12
H 17.3230 19.2845 11.4086 0.0 0.2 0.3 0.10
H 17.7009 22.1858 10.5624 -0.4 0.6 0.1 0.12
H 18.7523 21.5300 11.7766 0.0 -0.5 0.1 0.12
H 15.8429 21.4490 12.2427 -0.1 0.3 -0.3 0.08
H 16.6886 23.6904 11.9977 -0.1 0.6 -0.2 0.11
H 17.8616 23.4311 13.2150 0.1 -0.6 0.5 0.11
H 16.0537 24.4056 14.4047 -0.5 0.2 0.0 0.12
H 15.6225 22.6707 14.5577 -0.3 0.2 0.3 0.08
H 13.0505 25.0634 12.7260 0.2 -0.2 -0.2 0.07
H 14.6508 25.6644 13.2398 -0.1 0.3 -0.3 0.09
H 13.5428 25.0757 14.3927 0.0 -0.9 0.5 0.07
C 8.3123 20.6018 22.4176 -0.6 -0.1 0.6 -0.10
O 9.4562 21.4494 22.5143 -1.0 -0.8 -0.7 -0.21
C 10.3141 21.1043 23.5794 1.4 -0.3 -1.1 -0.17
C 11.7926 21.2638 23.0296 -0.6 -0.6 0.0 -0.19
N 12.7588 21.3446 24.0779 -0.6 -0.8 1.3 -0.08
C 14.1051 21.5855 23.6393 -0.4 1.5 0.1 -0.21
C 14.8012 20.5397 22.8313 0.4 -0.3 -0.2 -0.21
O 15.5643 19.6613 23.6531 1.1 0.3 -0.6 -0.20
C 14.8829 18.5660 24.1834 -1.2 0.2 0.2 -0.10
H 8.4751 19.5500 22.1824 0.9 0.0 -0.2 0.06
H 7.5794 20.9394 21.6849 0.4 0.5 -0.1 0.09
H 7.7739 20.5388 23.3633 -0.1 0.4 0.3 0.09
H 10.1578 20.0670 23.8753 0.1 -0.2 0.0 0.11
H 10.0496 21.7096 24.4464 0.5 0.3 0.1 0.12
H 11.8877 22.0285 22.2587 -0.4 1.1 0.2 0.11
H 12.1323 20.4280 22.4179 -0.8 -0.7 0.0 0.09
H 12.4511 21.9968 24.7850 0.3 0.2 0.0 0.11
H 14.7396 21.8391 24.4885 0.0 -0.2 0.2 0.13
H 14.0577 22.5070 23.0591 0.4 0.3 -0.6 0.10
H 15.4634 21.0718 22.1483 0.6 -0.1 0.3 0.11
H 14.1738 20.0308 22.0996 -0.4 -0.5 0.3 0.11
H 15.4736 17.9425 24.8545 0.6 0.3 -0.3 0.09
H 14.4886 17.9583 23.3689 -0.1 -0.3 0.0 0.06
H 14.0547 18.9398 24.7854 -0.4 -0.2 0.0 0.08
C 11.1174 13.2146 13.3634 -0.1 -0.7 0.3 -0.12
O 12.0090 14.3061 13.4666 -0.5 -1.2 -0.2 -0.19
C 11.4021 15.5124 13.0744 1.4 1.0 -0.2 -0.21
C 12.5477 16.5592 13.0189 -1.9 -0.6 -0.6 -0.16
N 12.0855 17.6532 12.1268 1.4 -0.9 0.6 -0.01
C 13.0907 18.6704 12.1792 0.4 0.6 0.3 -0.22
C 12.7865 19.9856 11.5774 0.0 2.1 -0.6 -0.20
O 11.7594 20.6741 12.2683 -1.7 1.6 0.5 -0.24
C 11.4607 22.0456 11.8477 -0.4 -1.2 -0.4 -0.04
H 10.8080 12.9160 12.3618 0.0 0.8 -0.5 0.09
H 10.2225 13.3639 13.9676 -0.3 0.2 0.1 0.08
H 11.5519 12.2774 13.7109 0.6 0.3 0.4 0.07
H 10.6542 15.8354 13.7987 -0.2 0.0 0.3 0.11
H 10.9085 15.4809 12.1030 0.1 -0.4 -0.2 0.12
H 13.4717 16.1226 12.6398 -0.1 -0.2 -0.3 0.11
H 12.7754 16.7746 14.0628 0.0 0.8 0.1 0.09
H 11.1805 18.0058 12.4037 -0.2 -0.3 0.3 0.05
H 13.9979 18.2963 11.7046 0.1 0.0 0.0 0.10
H 13.3754 18.9935 13.1806 0.2 -0.6 0.6 0.11
H 12.5157 19.9518 10.5221 0.3 0.0 -0.3 0.12
H 13.5822 20.6864 11.8301 1.1 -0.5 -1.1 0.12
H 12.1916 22.7961 12.1487 0.3 -0.3 0.0 0.08
H 10.4764 22.3767 12.1788 0.1 -0.6 1.0 0.06
H 11.2352 22.0957 10.7824 0.9 -0.2 -0.5 0.08
C 18.2094 21.5378 23.6531 0.7 -0.4 -2.0 -0.06
O 18.8041 22.4102 22.6175 -0.8 -0.3 0.4 -0.19
C 18.0914 22.4791 21.3714 0.0 -0.6 0.0 -0.22
C 18.9606 23.0350 20.2498 0.9 1.0 0.5 -0.20
N 18.2834 23.5095 19.0453 -0.8 -0.9 0.9 -0.04
C 17.9421 22.3708 18.1946 0.6 1.7 -2.0 -0.19
C 17.6267 22.9227 16.7633 -0.1 -1.1 0.1 -0.21
O 18.6880 23.5074 15.9981 0.5 -0.6 1.0 -0.19
C 19.7995 22.6046 15.8220 -0.1 0.9 -0.8 -0.09
H 17.3539 21.9091 24.2174 0.4 0.8 0.1 0.08
H 19.0578 21.1755 24.2337 -0.2 0.5 0.4 0.09
H 17.8010 20.6405 23.1881 0.0 -0.1 -0.3 0.06
H 17.1581 23.0345 21.4646 -0.1 0.1 0.1 0.10
H 17.8785 21.4700 21.0186 -0.6 -0.4 0.4 0.10
H 19.6858 22.2691 19.9750 0.3 -0.2 0.1 0.09
H 19.5356 23.8742 20.6411 0.0 0.1 0.2 0.12
H 18.9523 24.0708 18.5378 0.0 0.1 -0.1 0.11
H 17.0651 21.7899 18.4801 0.0 0.2 0.5 0.12
H 18.8261 21.7376 18.1192 -0.1 -0.6 0.0 0.08
H 16.7844 23.6140 16.7892 0.3 0.3 0.1 0.12
H 17.2743 22.0641 16.1918 -0.2 -0.3 -0.2 0.10
H 20.3725 22.9751 14.9719 -0.2 0.2 -0.2 0.08
H 19.4787 21.5989 15.5504 -0.1 -0.1 0.3 0.08
H 20.5344 22.6146 16.6270 -0.4 -0.2 0.5 0.09
C 9.8255 24.8420 11.3560 0.1 -0.1 1.1 -0.10
O 10.3246 25.1724 12.6875 -1.9 0.3 -0.5 -0.25
C 9.2763 25.8785 13.4672 2.3 0.8 0.2 -0.14
C 9.9429 26.2510 14.8588 -0.2 -1.6 -0.6 -0.17
N 11.2790 26.8278 14.7416 -1.0 0.5 -0.5 -0.05
C 11.1816 28.2356 14.4702 1.2 1.4 -1.1 -0.22
C 12.4818 28.7301 13.7524 -0.6 -0.9 0.6 -0.16
O 12.8315 27.9740 12.5692 0.1 1.2 0.3 -0.20
C 11.9293 28.0996 11.4847 -1.3 -1.1 0.8 -0.10
H 9.2174 25.6078 10.8745 0.2 0.6 0.3 0.09
H 9.1521 23.9902 11.4505 0.1 -0.3 -0.1 0.08
H 10.6716 24.6137 10.7080 0.0 -0.1 0.2 0.09
H 8.3161 25.3675 13.5385 0.2 -0.5 0.1 0.12
H 9.1142 26.8013 12.9102 -0.3 0.2 0.0 0.10
H 10.1042 25.3453 15.4434 -0.4 -0.3 -0.1 0.08
H 9.2866 26.8713 15.4691 0.0 0.2 -0.2 0.12
H 11.6967 26.4318 13.9117 0.3 -0.4 -0.1 0.07
H 11.0023 28.8180 15.3739 0.4 -0.1 0.3 0.10
H 10.3717 28.5618 13.8177 -0.6 -0.5 -0.3 0.10
H 13.3019 28.5482 14.4471 0.2 0.2 -0.2 0.12
H 12.3541 29.7967 13.5677 0.3 0.1 -0.3 0.12
H 12.3044 27.5720 10.6076 0.3 0.2 0.2 0.10
H 11.5043 29.0677 11.2195 0.9 0.7 0.1 0.09
H 11.0363 27.5723 11.8202 -0.4 -0.4 -0.4 0.05
C 21.1516 19.7686 19.6977 0.1 0.5 0.9 -0.12
O 20.3919 19.8092 18.5419 1.2 0.2 -1.2 -0.20
C 19.5403 18.7113 18.5179 -0.7 0.3 -0.4 -0.23
C 18.9241 18.7219 17.1471 0.8 -0.5 -0.3 -0.22
N 17.8649 17.7671 16.9881 -0.4 0.4 -0.8 -0.03
C 17.1727 18.0522 15.7116 0.8 -0.4 0.4 -0.18
C 16.2900 16.8584 15.3290 -0.4 1.1 -0.3 -0.16
O 15.6626 16.9976 14.0216 -1.6 -0.5 3.3 -0.20
C 16.5060 16.9808 12.9603 0.9 0.3 -0.8 -0.14
H 22.0442 20.3910 19.6340 -0.1 0.0 -0.3 0.10
H 21.4411 18.7438 19.9302 0.2 0.0 0.2 0.09
H 20.5022 20.1740 20.4736 0.3 -0.1 0.8 0.08
H 18.8358 18.8837 19.3316 -0.5 -0.5 0.1 0.11
H 20.0674 17.7656 18.6439 0.1 -0.1 0.4 0.13
H 19.7163 18.3986 16.4718 0.2 0.3 -0.2 0.13
H 18.6861 19.7518 16.8809 -0.4 0.3 0.0 0.10
H 17.2805 17.8676 17.8056 -0.6 -0.3 -0.1 0.07
H 17.9343 18.2615 14.9605 0.3 -0.5 -0.1 0.11
H 16.7115 19.0391 15.7486 -1.0 0.0 0.1 0.11
H 15.5336 16.8156 16.1127 -0.7 0.0 -0.4 0.10
H 16.8140 15.9144 15.4780 0.5 0.0 -0.6 0.12
H 15.8922 16.9996 12.0597 0.1 0.0 -0.1 0.08
H 17.1200 16.0802 12.9634 0.4 -0.1 -0.2 0.10
H 17.1024 17.8921 13.0032 0.5 -0.1 -0.5 0.07
C 9.5289 29.7543 17.9447 1.1 0.0 0.7 -0.11
O 10.7574 29.0995 17.8451 1.7 -1.5 -0.8 -0.22
C 10.9738 28.1878 18.9158 -0.3 -0.7 0.2 -0.22
C 12.1293 27.1846 18.7540 -1.5 0.5 -0.5 -0.18
N 11.8598 26.2118 17.6688 0.3 1.0 2.2 -0.03
C 13.0384 25.3726 17.5774 -0.1 0.1 -1.4 -0.22
C 13.3965 24.5751 18.7907 0.8 -1.3 -0.1 -0.24
O 14.3369 25.2420 19.6193 -0.8 0.3 0.8 -0.20
C 14.9416 24.4053 20.6190 -0.9 0.7 -1.1 -0.08
H 9.6537 30.2006 18.9313 -1.3 0.8 0.1 0.09
H 8.7137 29.0315 17.9100 -0.4 0.2 0.0 0.09
H 9.5189 30.4870 17.1377 -0.4 0.0 0.2 0.09
H 10.0684 27.5942 19.0424 -0.3 -0.2 0.0 0.11
H 11.0892 28.7229 19.8584 0.2 0.4 0.1 0.12
H 12.1872 26.6073 19.6767 0.0 0.2 0.2 0.11
H 13.0632 27.7388 18.6601 0.4 -0.1 -0.3 0.12
H 11.6126 26.7327 16.8395 0.6 -0.4 -0.5 0.06
H 13.9518 25.9213 17.3476 0.2 0.4 -0.3 0.12
H 12.8515 24.7043 16.7368 0.2 -0.3 0.0 0.10
H 13.9267 23.6802 18.4648 0.0 -0.3 -0.4 0.09
H 12.4994 24.1558 19.2463 -0.3 0.4 0.8 0.13
H 15.1683 23.4624 20.1212 0.8 -0.1 0.2 0.07
H 14.2690 24.1455 21.4365 -0.3 0.2 0.2 0.07
H 15.7536 25.0312 20.9892 0.3 -0.7 0.0 0.10
```
Forces are in eV/Å.

## Properties
Gap between HOMO and LUMO = 8.79 eV
Spin multiplicity = 1

---

(2)
Computed, not measured: a structure of composition C2H3HgO, with ωB97M-V with the def2-TZVPD basis set.

Structure (XYZ):
```
7
Properties=species:S:1:pos:R:3:forces:R:3:nbo_charge:R:1
O 0.3329 1.6283 -1.1483 0.8 1.8 -2.0 -0.48
C 0.4370 0.4847 -1.3317 -1.4 0.2 3.5 0.71
C 0.2205 -0.6737 -0.7114 0.2 -1.2 -0.6 -0.78
H 1.0804 -1.1030 -0.1882 -0.4 -0.4 -0.5 0.29
H -0.6584 -0.2322 2.8275 -0.1 1.7 -1.5 -0.02
H -0.7373 -1.1548 -0.9318 0.7 -0.4 0.0 0.29
Hg -0.6751 1.0506 1.4840 0.2 -1.8 1.2 1.00
```
Forces are in eV/Å.

## Properties
Gap between HOMO and LUMO = 6.40 eV
Spin multiplicity = 1
Total charge = +1
Energy above the lowest of the compared OMol25 structures with the same formula, charge and spin = 14.2 kcal per mole

---

- What is the spin multiplicity in the first record?
  1